No. 1
{"formula": "C3H6N3OP2", "method": "ωB97M-V/def2-TZVPD", "gap_ev": 8.22, "total_charge": 1, "lumo_ev": -5.46, "multiplicity": 1, "elements": ["P", "P", "O", "N", "N", "N", "C", "C", "C", "H", "H", "H", "H", "H", "H"], "positions_angstrom": [[2.80368, 0.70219, -0.12151], [1.10764, -1.96578, -0.06306], [-2.88213, 1.39476, 0.36492], [-0.57412, 1.52029, -0.03320], [4.00566, 0.57908, 0.75799], [0.06594, -0.50275, 0.02686], [-1.69271, 0.76095, 0.18190], [0.51612, 0.75385, -0.12658], [-1.31014, -0.56670, 0.17653], [0.20477, -2.53537, 0.79009], [-3.50346, 0.67359, 0.31777], [-1.67736, -1.52544, 0.43006], [0.75381, -2.76454, -1.23982], [2.85698, 0.97504, -1.43517], [-0.67468, 2.50083, -0.02679]], "lowdin_charge": [0.79, 0.93, 0.14, 0.16, -0.28, -0.39, -0.29, -0.26, -0.01, -0.09, 0.12, 0.11, -0.05, -0.05, 0.17]}


No. 2
{"formula": "C7H8S", "method": "ωB97M-V/def2-TZVPD", "gap_ev": 8.38, "lumo_ev": 0.77, "multiplicity": 1, "elements": ["S", "C", "C", "C", "C", "C", "C", "C", "H", "H", "H", "H", "H", "H", "H", "H"], "positions_angstrom": [[-2.58956, -0.05277, -0.02877], [1.49289, 0.06692, 0.01139], [-0.47553, -1.54308, 0.04798], [0.08791, -0.31805, 0.00240], [-1.85558, -1.65592, -0.02291], [-0.82691, 2.17713, 0.06171], [-1.08974, 0.74911, -0.06399], [2.42876, -0.84896, 0.02079], [-1.66756, 2.84827, 0.04006], [-0.28104, 2.42747, -0.85727], [0.20734, -2.34845, 0.05994], [2.21313, -1.85308, 0.01209], [-2.60505, -2.44996, -0.26860], [-0.11427, 2.20133, 0.75732], [3.54177, -0.59353, 0.02525], [1.53345, 1.19358, 0.20262]], "lowdin_charge": [1.01, -0.14, -0.20, -0.25, -0.38, -0.12, -0.51, 0.01, 0.08, 0.10, 0.09, 0.02, 0.07, 0.02, 0.09, 0.12]}


No. 3
{"formula": "C8H9AlBr3F12N2O11S5", "method": "ωB97M-V/def2-TZVPD", "gap_ev": 1.26, "total_charge": 1, "lumo_ev": -10.68, "multiplicity": 1, "elements": ["Br", "Br", "Br", "S", "S", "S", "S", "S", "Al", "F", "F", "F", "F", "F", "F", "F", "F", "F", "F", "F", "F", "O", "O", "O", "O", "O", "O", "O", "O", "O", "O", "O", "N", "N", "C", "C", "C", "C", "C", "C", "C", "C", "H", "H", "H", "H", "H", "H", "H", "H", "H"], "positions_angstrom": [[12.01223, 4.53654, 3.33724], [9.70636, 2.47034, 4.34249], [9.25055, 5.66450, 4.80637], [-3.80439, -0.56070, 7.18788], [3.74037, 1.47717, 1.03792], [-5.91909, -1.05178, 5.86914], [3.17732, -0.45800, -0.53612], [-2.09688, -2.57410, -6.20909], [-2.35841, -0.35869, 1.06519], [1.77527, 3.23886, 1.72818], [2.11432, 0.43967, -2.94192], [3.37632, 4.14820, 0.60407], [-8.35272, -0.03113, 6.37106], [3.65754, 1.76562, -2.15333], [-6.62711, 1.36036, 6.88462], [-2.51576, 1.44934, 6.11693], [-1.95752, 1.02501, 8.21462], [-7.22098, 1.09439, 4.78449], [-1.22666, -0.17080, 6.55502], [4.17385, -0.17642, -2.97412], [3.56916, 3.72483, 2.80541], [-2.28319, -1.53013, -5.18929], [-6.25856, -1.49417, 4.53060], [-1.14405, -3.65594, -5.86157], [-4.65330, 0.13958, 8.18151], [-6.19426, -1.92856, 7.01652], [-1.69985, -1.98362, -7.74383], [4.51543, -1.01534, -0.16496], [2.10507, -1.39560, -0.70701], [4.13767, 0.74244, 2.25794], [-3.29864, -1.88723, 7.52295], [4.87742, 1.71672, 0.11075], [2.43306, 0.89560, 0.33962], [-4.27717, -0.42023, 5.70463], [-2.27350, 0.51441, 6.99001], [-7.11088, 0.41425, 5.95096], [3.29046, 0.47061, -2.26757], [-0.48996, -1.55255, -9.57947], [-0.87209, -2.64372, -8.60497], [3.08707, 3.26029, 1.60438], [-3.63221, -3.42717, -6.65203], [10.08702, 4.30513, 3.61421], [-3.59814, -3.77577, -7.68422], [-0.10060, -3.19898, -8.07149], [-1.34868, -1.02587, -9.99577], [9.60578, 4.34388, 2.63696], [0.05672, -0.81929, -8.98653], [-1.47734, -3.39746, -9.10860], [-3.71524, -4.13932, -5.83102], [0.21219, -1.80438, -10.37423], [-4.45399, -2.72078, -6.53459]], "lowdin_charge": [0.60, 0.56, 0.57, 0.61, 0.64, 0.72, 0.74, 0.72, 0.99, 0.14, 0.14, 0.12, 0.13, 0.12, 0.06, 0.16, 0.13, 0.13, 0.15, 0.19, 0.13, -0.31, -0.30, -0.33, -0.19, -0.25, -0.28, -0.26, -0.29, -0.19, -0.17, -0.21, -0.16, -0.15, -0.67, -0.51, -0.60, -0.06, -0.33, -0.55, -0.10, -1.50, 0.07, 0.12, 0.09, -0.03, 0.08, 0.12, 0.07, 0.08, 0.07]}


No. 4
{"formula": "C26H79N17O11", "method": "ωB97M-V/def2-TZVPD", "gap_ev": 8.78, "lumo_ev": -0.05, "multiplicity": 1, "elements": ["O", "O", "O", "O", "O", "O", "O", "O", "O", "O", "O", "N", "N", "N", "N", "N", "N", "N", "N", "N", "N", "N", "N", "N", "N", "N", "N", "N", "C", "C", "C", "C", "C", "C", "C", "C", "C", "C", "C", "C", "C", "C", "C", "C", "C", "C", "C", "C", "C", "C", "C", "C", "C", "C", "H", "H", "H", "H", "H", "H", "H", "H", "H", "H", "H", "H", "H", "H", "H", "H", "H", "H", "H", "H", "H", "H", "H", "H", "H", "H", "H", "H", "H", "H", "H", "H", "H", "H", "H", "H", "H", "H", "H", "H", "H", "H", "H", "H", "H", "H", "H", "H", "H", "H", "H", "H", "H", "H", "H", "H", "H", "H", "H", "H", "H", "H", "H", "H", "H", "H", "H", "H", "H", "H", "H", "H", "H", "H", "H", "H", "H", "H", "H"], "positions_angstrom": [[-1.03088, 4.67393, 7.99819], [-3.58757, 2.93091, -4.58135], [2.11060, -8.18854, 3.02295], [3.27083, 6.63093, -2.79981], [1.19439, -1.33806, -0.37224], [-4.01515, -3.41233, 4.47971], [-2.14283, -6.23869, -2.80274], [5.23291, -0.77149, 3.61614], [2.39880, -1.87149, -10.43156], [1.58309, 5.29728, 2.90929], [1.12281, -1.70559, 9.39887], [-0.81387, -9.46750, 1.04791], [-6.18751, -3.43171, 4.99186], [2.93432, -1.18956, 8.19407], [-4.37053, -5.89979, -3.12476], [6.12532, -1.53185, 1.61548], [-0.30689, -2.66700, 0.71299], [-4.45229, 5.56526, 7.06031], [1.60890, -2.46308, -6.90926], [1.12776, -1.62864, 7.12281], [5.29925, 8.64097, -2.50865], [3.11944, 3.96734, 2.14303], [-5.10423, 1.93528, -7.87842], [-0.02713, -0.65225, 1.31636], [-3.03668, -4.49633, -3.94339], [7.35677, -1.46001, 3.30634], [2.23210, 3.48247, 4.03478], [-5.51150, -4.67764, 3.42634], [-4.42690, 4.02469, -7.26666], [-5.16642, -3.81645, 4.34815], [-4.10998, 2.57151, -7.02173], [1.26365, -8.62349, 1.95558], [-2.07404, 5.53892, 7.56844], [2.92786, 8.01873, -2.80609], [2.23142, 4.29398, 2.98660], [3.03291, -0.85591, -7.90673], [-3.09237, -5.62013, -3.26600], [3.98062, 8.88930, -1.93846], [-3.78568, 2.39783, -3.26811], [3.67848, 10.36251, -1.85588], [2.13614, 5.79515, -2.99478], [1.66551, -7.16527, 3.85483], [-0.15824, -8.99170, 2.25766], [-3.26852, 3.48252, 6.50979], [-3.41639, 4.72526, 7.44673], [6.13953, -1.28593, 2.90747], [-4.23957, 2.12599, -5.56728], [2.15843, -2.73605, -9.29791], [0.37987, -1.57188, 0.50063], [1.83655, -1.71772, -8.15445], [2.50059, -2.62899, -11.64315], [1.68859, -1.54018, 8.31191], [-1.16909, 4.18699, 9.28629], [-0.37044, -10.00268, 3.44550], [-0.77569, -8.80220, 0.28895], [-5.28950, 2.29563, -5.32860], [-5.55286, 2.68126, -8.39061], [2.33011, -2.12062, -12.59215], [-4.53845, 6.19704, 7.84360], [2.60524, 2.54425, 4.06019], [3.28797, -0.97507, 7.27265], [-0.15877, 4.01259, 9.65636], [2.27183, 5.06887, -2.19341], [-2.16758, -4.17045, -4.34158], [-4.81462, -4.95844, 2.75135], [1.16062, 6.26691, -2.87696], [-4.72975, -6.65104, -2.55319], [-1.60554, 3.19161, 9.36891], [-4.57760, 4.29458, -8.31191], [-5.29878, 4.42436, -6.74878], [-3.39414, 3.74914, 5.46039], [5.72425, 7.72777, -2.43403], [-2.12351, 6.48982, 8.09895], [-0.76498, -0.93637, 1.94481], [-0.41051, -9.40964, 4.35918], [-0.34459, -3.39223, 0.01104], [2.61562, 10.38790, -1.61550], [-6.20994, -2.88990, 5.84394], [-0.99068, -2.60868, 1.45401], [3.00145, -0.20920, -7.02989], [-3.09723, 2.96638, -2.64290], [3.36680, 4.55617, 1.36059], [7.69096, -0.99850, 4.14025], [-4.53848, 1.44345, -8.55528], [0.79712, -7.47807, 4.43463], [0.38277, -10.78493, 3.53969], [0.41069, 0.25762, 1.29311], [-2.30203, 3.02624, 6.72380], [1.70519, -9.50108, 1.48337], [-3.91977, -4.10362, -4.23670], [0.96281, -1.18440, -8.52898], [-4.00111, 2.68707, 6.64643], [2.15710, 5.35963, -3.99377], [3.53169, 3.05217, 2.25529], [1.80230, 3.97013, 4.80780], [3.54181, -2.95011, -11.67261], [0.15513, -1.89298, 7.05791], [2.81346, 8.43639, -3.80639], [1.97674, 8.05210, -2.27473], [1.61389, -1.84030, -6.11414], [5.13710, 8.73828, -3.50080], [1.55441, -1.49349, 6.21738], [1.29228, -3.34691, -9.55231], [-3.12681, 2.22068, -7.33540], [-1.77860, -9.38429, 1.33504], [1.29371, -7.81473, 1.22543], [7.95571, -1.87002, 2.60401], [3.98550, 8.52323, -0.91179], [1.21614, -6.28613, 3.39298], [-4.77216, 2.51053, -2.81837], [-1.63383, 4.94200, 9.92040], [-7.07688, -3.59388, 4.54150], [3.63271, -1.43489, 8.88122], [2.48348, -6.77131, 4.45800], [-1.35355, -10.47312, 3.46103], [4.33768, 10.95677, -1.22311], [-3.58365, 4.63384, -6.94115], [-4.07739, 1.06254, -5.39153], [3.25348, -0.20969, -8.75635], [-0.69511, -8.08123, 2.52397], [6.76741, -2.27554, 1.38149], [-6.48333, -4.81931, 3.19061], [-1.74978, 5.88580, 6.58731], [3.70667, 10.64528, -2.90820], [-4.91682, -5.42026, -3.82597], [5.27202, -1.34174, 1.10968], [-3.75045, 4.41483, 8.43675], [3.91798, -1.45826, -7.70196], [-3.53136, 1.33955, -3.20922], [-5.31353, 5.04001, 7.01064], [2.39865, -3.06649, -6.72947], [2.97584, -3.41850, -9.06511], [1.89031, -3.52462, -11.75939]], "lowdin_charge": [-0.20, -0.19, -0.17, -0.20, 0.02, 0.02, 0.02, -0.02, -0.20, 0.05, 0.01, 0.03, 0.17, 0.15, 0.14, 0.15, 0.16, 0.01, 0.02, 0.15, 0.02, 0.17, 0.02, 0.15, 0.15, 0.15, 0.15, 0.15, -0.08, -0.80, -0.43, -0.20, -0.17, -0.18, -0.83, -0.09, -0.76, -0.43, -0.11, -0.07, -0.11, -0.13, -0.46, -0.04, -0.47, -0.74, -0.21, -0.18, -0.79, -0.42, -0.11, -0.76, -0.14, -0.03, 0.07, 0.12, 0.05, 0.08, 0.08, 0.11, 0.11, 0.09, 0.09, 0.12, 0.12, 0.08, 0.12, 0.09, 0.08, 0.09, 0.08, 0.07, 0.12, 0.11, 0.06, 0.12, 0.08, 0.13, 0.10, 0.08, 0.09, 0.13, 0.13, 0.07, 0.07, 0.08, 0.12, 0.07, 0.13, 0.10, 0.14, 0.07, 0.08, 0.11, 0.12, 0.08, 0.11, 0.12, 0.10, 0.06, 0.06, 0.11, 0.12, 0.14, 0.07, 0.12, 0.11, 0.13, 0.08, 0.08, 0.09, 0.11, 0.12, 0.09, 0.07, 0.08, 0.08, 0.12, 0.08, 0.12, 0.11, 0.11, 0.13, 0.07, 0.10, 0.12, 0.12, 0.08, 0.08, 0.08, 0.06, 0.12, 0.08]}


No. 5
{"formula": "C18H23F6HoIN4O5SSb", "method": "ωB97M-V/def2-TZVPD", "gap_ev": [3.58, 3.24], "total_charge": 1, "s2": 8.7872, "lumo_ev": [-6.25, -6.60], "multiplicity": 6, "elements": ["Ho", "I", "Sb", "S", "F", "F", "F", "F", "F", "F", "O", "O", "O", "O", "O", "N", "N", "N", "N", "C", "C", "C", "C", "C", "C", "C", "C", "C", "C", "C", "C", "C", "C", "C", "C", "C", "C", "H", "H", "H", "H", "H", "H", "H", "H", "H", "H", "H", "H", "H", "H", "H", "H", "H", "H", "H", "H", "H", "H", "H"], "positions_angstrom": [[0.55957, -0.42932, 0.51431], [5.73923, 1.97426, -2.22960], [-2.33029, -0.48221, 1.30792], [-0.93975, -2.01357, -3.86200], [-0.94451, 0.44770, -0.63346], [-1.01392, -1.94140, 0.00499], [-3.62659, -0.32673, -0.10596], [-2.98492, -0.04682, 3.03173], [-0.52828, -1.44221, 2.34728], [-3.14601, -2.19721, 1.59593], [2.46338, -0.00838, 1.60761], [-0.33804, 1.00163, 1.95582], [0.95570, 2.74081, 0.48590], [1.57590, -2.50443, 1.06555], [-2.20195, 1.96240, 1.22375], [1.69700, 0.75011, -1.50615], [1.30026, -2.13838, -1.70635], [0.26264, -3.10198, -1.71972], [-1.99616, -3.44803, -1.92322], [-0.91127, 4.29262, 0.42100], [3.68060, 1.78095, -2.34554], [2.93515, 2.49319, -3.27267], [-0.15928, 3.27514, 1.24038], [3.96241, -1.46093, 5.05858], [-0.87376, -2.92280, -2.36476], [1.05525, -3.91362, 2.88508], [2.60630, -1.85154, 3.09216], [-1.00572, 2.02974, 1.49900], [1.56224, 2.31227, -3.29374], [3.75756, 0.34489, 3.50615], [3.02344, 0.92596, -1.48035], [0.33127, 3.82550, 2.56967], [4.26383, -0.14322, 4.67247], [0.97886, 1.43465, -2.39607], [1.73005, -2.74467, 2.25676], [2.91720, -0.48706, 2.65790], [3.12516, -2.29265, 4.26304], [-1.82433, 4.59436, 0.93523], [-0.28894, 5.17537, 0.25969], [3.94374, 1.35751, 3.17259], [-0.51046, 4.08605, 3.21356], [-2.84656, -3.29944, -2.44635], [4.88573, 0.47723, 5.30445], [1.72894, 3.28901, 0.65827], [-2.10727, -3.55266, -0.91631], [0.23548, -4.21459, 2.24156], [2.90930, -3.29799, 4.60208], [3.41607, 3.17556, -3.96124], [4.36298, -1.85046, 5.98577], [2.18002, -2.64131, -1.64475], [0.91936, 4.73314, 2.40367], [-0.08997, 1.27450, -2.35380], [0.65896, -3.64857, 3.86461], [0.93877, 3.08133, 3.08370], [0.94016, 2.86033, -3.98950], [0.17529, -3.50208, -0.78827], [-1.19002, 3.86390, -0.54124], [1.76340, -4.74301, 3.00035], [1.29264, -1.65700, -2.59990], [3.58067, 0.37052, -0.73415]], "lowdin_charge": [1.53, 0.93, 1.81, 0.51, -0.43, -0.45, -0.31, -0.31, -0.42, -0.35, -0.06, -0.18, -0.02, -0.05, 0.07, -0.04, 0.01, -0.08, 0.10, 0.01, -0.73, -0.11, -0.51, 0.03, -0.91, 0.02, -0.04, -0.54, -0.02, 0.07, -0.22, 0.01, -0.03, -0.12, -0.35, -0.28, 0.03, 0.11, 0.10, 0.14, 0.11, 0.10, 0.13, 0.12, 0.10, 0.10, 0.13, 0.11, 0.13, 0.10, 0.10, 0.10, 0.11, 0.09, 0.12, 0.12, 0.10, 0.12, 0.03, 0.09]}


Record-wise energy above the lowest of the compared OMol25 structures with the same formula, charge and spin values, in kJ/mol: 374.55; 189.88; 498.87; 811.41; 334.20
Record-wise M values, in g mol⁻¹: 162.049; 124.208; 964.168; 806.026; 935.054